Entry 1:
A cluster of 8 separate species, C6H32BNO8 in total in a non-equilibrium geometry, computed with wB97M-V/def2-TZVPD.

Element x y z (Å)
C (-3.158, 4.620, 2.063)
O (-2.237, 3.640, 2.551)
C (-1.878, 2.647, 1.645)
C (-1.094, 1.513, 2.425)
N (-1.059, 0.228, 1.648)
H (-1.836, -0.028, 1.481)
H (-0.404, 0.459, 0.848)
C (-0.416, -0.917, 2.383)
C (-0.901, -2.278, 2.026)
O (-0.315, -3.196, 2.956)
C (-1.045, -4.383, 3.065)
H (-3.478, 5.377, 2.851)
H (-3.916, 4.280, 1.547)
H (-2.557, 5.361, 1.280)
H (-1.386, 3.137, 0.754)
H (-2.936, 2.139, 1.457)
H (-1.842, 1.199, 3.304)
H (-0.166, 1.787, 2.792)
H (-0.567, -0.713, 3.318)
H (0.590, -1.079, 2.284)
H (-0.677, -2.446, 0.982)
H (-2.049, -2.237, 2.044)
H (-1.977, -4.086, 3.312)
H (-0.387, -4.840, 3.885)
H (-0.825, -5.044, 2.314)
B (0.827, -0.029, -1.132)
H (1.578, 0.138, -0.082)
H (0.150, -0.991, -0.802)
H (0.245, 1.057, -1.038)
H (1.287, -0.022, -2.139)
O (3.538, -2.393, -0.817)
H (2.811, -1.760, -0.882)
H (4.426, -1.931, -0.624)
O (-0.311, -3.182, -3.479)
H (-0.525, -2.891, -2.571)
H (0.234, -3.841, -3.509)
O (1.289, -1.827, -5.045)
H (0.706, -1.962, -4.470)
H (1.673, -0.923, -4.918)
O (3.252, 2.655, -0.793)
H (2.356, 2.215, -0.992)
H (2.924, 2.857, 0.177)
O (-0.797, 0.729, -3.993)
H (-0.360, 0.418, -3.278)
H (-0.155, 0.645, -4.790)
O (3.745, 1.591, -3.586)
H (4.456, 2.268, -3.559)
H (3.166, 2.057, -2.905)

Calculated values
total charge: 0
spin multiplicity: 1
F_max: 16.848 eV Å⁻¹
relative energy (zero: lowest compared OMol25 entry of this formula, charge and spin): 1.907 eV

Entry 2:
A structure of composition C46H60Cl3N5P2PbSi, computed with wB97M-V/def2-TZVPD.

Element x y z (Å)
Pb (-0.240, 1.142, -0.760)
C (2.678, -0.829, -2.583)
Si (1.335, -1.018, -1.273)
C (0.341, -2.584, -1.678)
C (0.876, -3.503, -2.581)
C (0.244, -4.708, -2.859)
C (-0.938, -5.026, -2.213)
C (-1.491, -4.123, -1.317)
C (-0.878, -2.898, -1.058)
P (-1.618, -1.621, 0.029)
C (-1.863, -2.436, 1.669)
C (-2.591, -3.777, 1.800)
C (-2.939, -4.022, 3.278)
C (-1.856, -3.472, 4.220)
C (-0.495, -3.523, 3.537)
C (-0.470, -2.592, 2.314)
C (-3.316, -1.192, -0.613)
C (-4.414, -2.272, -0.750)
C (-5.545, -1.886, -1.712)
C (-5.259, -2.325, -3.152)
C (-3.812, -2.060, -3.559)
C (-3.136, -0.273, -1.822)
C (2.226, -1.471, 0.364)
C (2.673, -2.790, 0.514)
C (3.264, -3.234, 1.684)
C (3.435, -2.355, 2.748)
C (3.032, -1.039, 2.613)
C (2.430, -0.590, 1.436)
P (1.959, 1.161, 1.199)
C (3.575, 1.920, 0.711)
C (4.769, 1.537, 1.600)
C (5.956, 2.441, 1.280)
C (5.669, 3.891, 1.701)
C (4.166, 4.195, 1.664)
C (3.498, 3.452, 0.511)
C (1.464, 1.820, 2.860)
C (0.426, 0.889, 3.494)
C (-0.137, 1.448, 4.798)
C (-0.725, 2.840, 4.604)
C (0.321, 3.775, 4.011)
C (0.868, 3.226, 2.696)
H (3.396, -1.654, -2.549)
H (3.227, 0.099, -2.410)
H (2.249, -0.779, -3.586)
H (1.808, -3.281, -3.088)
H (0.680, -5.396, -3.573)
H (-1.437, -5.967, -2.408)
H (-2.415, -4.386, -0.823)
H (-2.432, -1.686, 2.236)
H (-1.924, -4.564, 1.439)
H (-3.493, -3.832, 1.194)
H (-3.067, -5.095, 3.443)
H (-3.902, -3.558, 3.508)
H (-1.850, -4.031, 5.157)
H (-2.080, -2.434, 4.487)
H (-0.289, -4.552, 3.230)
H (0.306, -3.246, 4.225)
H (0.232, -2.985, 1.574)
H (-0.095, -1.609, 2.594)
H (-3.662, -0.524, 0.186)
H (-4.825, -2.448, 0.245)
H (-3.999, -3.225, -1.080)
H (-5.710, -0.806, -1.674)
H (-6.478, -2.346, -1.379)
H (-5.945, -1.824, -3.840)
H (-5.454, -3.397, -3.249)
H (-3.669, -2.252, -4.625)
H (-3.131, -2.732, -3.034)
H (-3.336, 0.769, -1.591)
H (-1.679, 0.425, -3.071)
H (2.526, -3.498, -0.296)
H (3.586, -4.265, 1.773)
H (3.886, -2.694, 3.672)
H (3.187, -0.351, 3.438)
H (3.734, 1.464, -0.273)
H (5.024, 0.489, 1.445)
H (4.517, 1.638, 2.661)
H (6.147, 2.391, 0.203)
H (6.861, 2.073, 1.767)
H (6.203, 4.579, 1.040)
H (6.052, 4.072, 2.708)
H (3.995, 5.270, 1.576)
H (3.709, 3.891, 2.610)
H (4.017, 3.709, -0.417)
H (2.468, 3.777, 0.362)
H (2.341, 1.876, 3.518)
H (0.863, -0.092, 3.679)
H (-0.394, 0.734, 2.777)
H (0.667, 1.496, 5.542)
H (-0.886, 0.759, 5.195)
H (-1.107, 3.232, 5.549)
H (-1.579, 2.778, 3.920)
H (1.145, 3.899, 4.724)
H (-0.098, 4.769, 3.842)
H (1.610, 3.917, 2.295)
H (0.057, 3.178, 1.959)
C (1.249, 3.398, -5.288)
C (2.125, 3.960, -4.168)
C (2.028, 3.127, -2.975)
N (1.873, 2.473, -2.047)
H (1.281, 4.063, -6.149)
H (0.219, 3.305, -4.945)
H (1.599, 2.413, -5.596)
H (1.798, 4.960, -3.882)
H (3.174, 4.029, -4.461)
Cl (-3.260, 5.224, -1.536)
C (-2.287, 4.786, -2.960)
Cl (-0.695, 5.541, -2.805)
Cl (-3.078, 5.412, -4.424)
C (-2.145, 3.256, -3.023)
N (-1.171, 2.554, -2.835)
N (-2.006, -0.493, -2.752)
C (-3.391, -0.653, -3.232)
C (-3.912, 0.421, -4.160)
C (-3.775, 1.686, -3.772)
N (-3.581, 2.724, -3.210)
C (-4.363, 0.101, -5.465)
N (-4.718, -0.187, -6.523)

Calculated values
total charge: 0
spin multiplicity: 1
F_max: 0.280 eV Å⁻¹
relative energy (zero: lowest compared OMol25 entry of this formula, charge and spin): 1.464 eV

Entry 3:
A cluster of 3 separate species, C28H48F17O12P3S in total in a non-equilibrium geometry, computed with wB97M-V/def2-TZVPD.

Element x y z (Å)
C (1.631, -7.148, 5.197)
C (0.385, -6.277, 5.033)
C (-0.371, -6.695, 3.782)
C (0.308, -6.279, 2.490)
C (0.471, -4.776, 2.311)
C (-0.868, -4.048, 2.226)
C (-1.598, -4.243, 0.914)
C (-0.837, -3.809, -0.339)
C (-0.053, -2.492, -0.262)
C (-0.516, -1.400, -1.232)
O (0.659, -1.037, -1.960)
C (0.558, -1.062, -3.316)
F (-0.124, 0.035, -3.781)
C (1.950, -1.052, -3.880)
O (2.679, -0.062, -3.220)
C (4.058, -0.145, -3.518)
C (4.752, 0.840, -2.645)
O (4.389, 2.104, -3.110)
C (5.114, 3.132, -2.481)
C (4.606, 3.463, -1.090)
C (-1.198, -0.230, -0.507)
S (-2.528, -1.031, 0.500)
O (-1.928, 0.596, -1.374)
C (-1.770, 2.007, -1.328)
P (-0.074, 2.785, -1.714)
P (-0.551, 4.079, -3.401)
O (0.608, 4.722, -3.948)
O (-1.645, 5.101, -2.867)
O (-1.327, 3.210, -4.512)
P (-2.439, 2.813, 0.213)
O (-3.672, 3.507, -0.106)
O (-2.592, 1.838, 1.444)
O (-1.350, 3.875, 0.689)
H (2.327, -6.893, 4.417)
H (2.058, -7.010, 6.174)
H (1.357, -8.185, 5.094)
H (-0.217, -6.363, 5.923)
H (0.707, -5.254, 4.959)
H (-1.389, -6.344, 3.826)
H (-0.423, -7.772, 3.782)
H (1.248, -6.785, 2.345)
H (-0.338, -6.618, 1.695)
H (0.965, -4.618, 1.367)
H (1.044, -4.340, 3.108)
H (-1.527, -4.383, 3.010)
H (-0.689, -3.007, 2.442)
H (-1.767, -5.304, 0.816)
H (-2.579, -3.818, 0.977)
H (-0.206, -4.627, -0.629)
H (-1.558, -3.716, -1.134)
H (0.016, -2.089, 0.733)
H (0.954, -2.717, -0.558)
H (-1.247, -1.779, -1.927)
H (0.005, -1.918, -3.687)
H (1.926, -0.819, -4.934)
H (2.380, -2.033, -3.700)
H (4.406, -1.148, -3.306)
H (4.224, 0.133, -4.552)
H (5.830, 0.729, -2.674)
H (4.357, 0.703, -1.643)
H (5.049, 4.000, -3.107)
H (6.162, 2.849, -2.448)
H (3.592, 3.133, -0.958)
H (5.206, 3.010, -0.322)
H (4.591, 4.531, -0.979)
H (-0.512, 0.301, 0.135)
H (-1.900, -1.218, 1.665)
H (-2.419, 2.381, -2.093)
H (0.796, 1.852, -2.299)
H (-1.627, 5.883, -3.434)
H (-2.273, 3.274, -4.342)
H (-3.523, 1.812, 1.693)
H (-1.473, 3.940, 1.644)
F (6.997, 0.844, 3.148)
C (7.165, 0.964, 4.484)
F (7.992, -0.029, 4.893)
C (5.835, 0.835, 5.224)
F (5.339, -0.413, 5.078)
F (6.114, 1.002, 6.547)
C (4.749, 1.858, 4.872)
O (3.785, 1.463, 3.923)
C (4.081, 1.577, 2.594)
F (5.194, 2.311, 2.403)
F (3.057, 2.241, 2.015)
C (4.181, 0.210, 1.920)
F (5.092, -0.569, 2.538)
F (4.569, 0.373, 0.634)
H (7.638, 1.924, 4.705)
H (4.179, 2.001, 5.787)
H (5.172, 2.833, 4.633)
H (3.214, -0.297, 1.943)
F (-8.537, 4.824, -2.686)
C (-7.331, 5.308, -3.054)
F (-7.516, 6.120, -4.125)
C (-6.374, 4.184, -3.444)
F (-6.815, 3.561, -4.560)
F (-5.190, 4.780, -3.766)
C (-6.061, 3.140, -2.367)
O (-6.807, 1.940, -2.398)
C (-8.039, 1.906, -1.816)
F (-8.254, 2.997, -1.056)
F (-8.061, 0.834, -0.992)
C (-9.148, 1.708, -2.849)
F (-9.102, 2.672, -3.791)
F (-10.349, 1.778, -2.231)
H (-6.913, 5.901, -2.236)
H (-5.041, 2.821, -2.560)
H (-6.037, 3.574, -1.369)
H (-9.043, 0.735, -3.332)

Calculated values
total charge: 0
spin multiplicity: 1
F_max: 2.246 eV Å⁻¹
relative energy (zero: lowest compared OMol25 entry of this formula, charge and spin): 1.388 eV

Entry 4:
An isolated molecule of C3H2O3, computed with wB97M-V/def2-TZVPD.

Element x y z (Å)
O (-0.181, 2.113, -1.253)
C (-0.163, 1.155, -0.550)
O (0.799, 0.848, 0.369)
C (0.627, -0.485, 0.684)
C (-0.486, -0.915, 0.105)
O (-1.062, 0.133, -0.580)
H (1.411, -0.967, 1.246)
H (-0.943, -1.880, -0.026)

Calculated values
total charge: 0
spin multiplicity: 1
F_max: 0.631 eV Å⁻¹
relative energy (zero: lowest compared OMol25 entry of this formula, charge and spin): 0.438 eV